The following is a quantum chemistry calculation of C38H53BrCuNP3 as an isolated structure, from OMol25.

Structure (XYZ):
```
97
Properties=species:S:1:pos:R:3:lowdin_spin:R:1
N 7.41682 -2.37566 1.51507 0.000
C 6.48735 -1.65236 2.14948 0.000
C 5.25019 -1.32348 1.58208 0.000
C 4.87118 -1.84333 0.32995 0.000
C 5.80495 -2.69131 -0.28524 0.000
C 7.04304 -2.94196 0.35566 0.000
C 3.48817 -1.52119 -0.15829 0.001
Cu 2.70121 -1.98048 -1.84377 0.002
P -1.30662 -2.91728 -3.59241 0.611
C 2.37467 -2.41890 -0.01082 0.001
C 0.96110 -2.02281 0.34385 0.001
C -0.09680 -2.56346 -0.41325 0.004
C -1.33340 -1.92811 -0.38710 0.005
C -1.77094 -1.27653 0.77914 0.001
C -0.76780 -0.91080 1.70357 0.000
C 0.59488 -1.21081 1.44506 0.001
Br -3.51065 -0.70010 0.86686 0.000
H 3.27859 -0.45980 0.01799 0.000
H 2.60629 -3.46378 0.26702 0.000
H 4.54161 -0.74247 2.17265 0.000
H 5.57715 -3.22520 -1.20327 0.000
H 6.69059 -1.34005 3.17801 0.000
H 7.74716 -3.66410 -0.06167 0.000
H 0.13211 -3.37669 -1.10992 0.001
H 1.37043 -0.91307 2.16213 0.000
H -1.92155 -1.90982 -1.29311 0.003
H -1.08253 -0.39391 2.61835 0.000
P 1.60248 0.61677 -1.94357 0.006
C -2.32704 -4.18245 -2.70427 0.097
C -3.79723 -4.46150 -3.15468 0.006
H -2.31033 -3.93246 -1.62638 0.028
H -1.78924 -5.15150 -2.76270 0.000
H -4.36974 -4.89559 -2.32650 -0.001
H -4.33995 -3.58278 -3.50106 0.001
H -3.85066 -5.21012 -3.95213 0.001
C 0.48269 -2.62451 -3.69444 0.082
C 0.85179 -2.14451 -5.11243 0.023
H 1.01560 -3.54865 -3.42405 0.000
H 0.73755 -1.86838 -2.91903 0.013
H 1.93123 -2.07012 -5.25306 0.001
H 0.48622 -2.82367 -5.88777 0.005
H 0.41927 -1.15512 -5.29653 0.000
C -2.08398 -1.22652 -3.51775 0.071
C -3.62757 -1.16739 -3.49340 0.001
H -1.76748 -0.77152 -4.47561 0.009
H -1.65254 -0.57722 -2.73765 0.016
H -3.95123 -0.12210 -3.64798 -0.001
H -4.03346 -1.75725 -4.33163 0.001
H -4.07956 -1.52936 -2.55274 0.000
C 0.09213 1.69716 -1.85365 0.001
C 0.32776 3.19272 -2.09400 0.000
H -0.34266 1.51344 -0.85561 0.000
H -0.63052 1.32102 -2.59932 0.001
H 0.90060 3.66644 -1.28621 0.000
H 0.85302 3.37436 -3.04256 0.000
H -0.64010 3.70889 -2.14022 0.000
C 2.04553 0.92827 -3.70974 0.000
C 2.98474 -0.17801 -4.14857 0.002
H 2.51541 1.91439 -3.80363 0.000
H 1.11106 0.95046 -4.29371 0.000
H 4.00323 -0.05093 -3.77552 0.000
H 2.64301 -1.16056 -3.75418 0.001
H 3.01326 -0.24616 -5.23984 0.000
C 2.81074 1.74858 -1.13309 0.002
C 2.52016 2.00506 0.35230 0.000
H 2.73646 2.66656 -1.73747 0.000
H 3.83466 1.35058 -1.24236 0.000
H 3.47103 2.23891 0.85254 0.000
H 1.83755 2.84976 0.54123 0.000
H 2.09632 1.11273 0.83857 0.000
C -4.66995 1.13282 3.70527 0.000
P -2.84361 1.16125 3.72782 0.000
C -2.38897 2.49380 2.55771 0.000
C -1.03834 2.88846 2.59858 0.000
C -0.55866 3.85954 1.72259 0.000
C -1.42872 4.44245 0.79087 0.000
C -2.75117 4.00382 0.70231 0.000
C -3.23871 3.02586 1.57267 0.000
C -2.54267 1.91668 5.36722 0.000
C -1.68040 1.20087 6.22584 0.000
C -1.56425 1.59202 7.56084 0.000
C -2.33152 2.65288 8.05968 0.000
C -3.12367 3.40823 7.19129 0.000
C -3.20376 3.06606 5.83671 0.000
H -5.02093 0.85501 2.70342 0.000
H -5.07122 2.10918 4.01120 0.000
H -4.98763 0.34968 4.41259 0.000
H -0.35813 2.43336 3.32255 0.000
H 0.48053 4.18632 1.77884 0.000
H -1.06834 5.23519 0.13261 0.000
H -3.41728 4.42187 -0.05845 0.000
H -4.27214 2.68770 1.49726 0.000
H -1.12975 0.33983 5.83039 0.000
H -0.87726 1.05504 8.21491 0.000
H -2.31405 2.88441 9.12460 0.000
H -3.68168 4.26791 7.56969 0.000
H -3.79512 3.67953 5.15340 0.000
```

**HOMO level (alpha / beta)**: -11.9192 / -11.9192 eV
**Charge**: +2
**E_tot**: -6772.37763 a.u.
**Expectation value of S²**: 0.75
**HOMO-LUMO gap (alpha / beta)**: 5.59 / 3.47 eV
**ΔE to the lowest compared entry with this formula, charge and spin**: 0.543 eV
**2S+1**: 2